No. 1
A cluster of 40 separate species, H80O40 in total at a distorted geometry, computed with ωB97M-V with the def2-TZVPD basis set.

Geometry (Å):
O  0.34  1.27  1.70
O  3.02  2.67  -3.55
O  3.60  1.42  4.03
O  0.31  -2.51  -3.87
O  4.80  -3.17  2.21
O  -4.02  1.19  -0.59
O  0.96  4.76  2.36
O  -0.74  3.29  -0.40
O  2.20  0.78  -5.35
O  -1.11  0.60  6.49
O  1.51  5.83  -0.90
O  -0.48  1.37  -2.40
O  -0.51  -6.75  -1.41
O  -1.23  2.21  -5.35
O  2.72  -2.36  -1.28
O  -0.86  -1.08  4.19
O  3.28  -2.92  -3.93
O  -6.13  2.95  -0.74
O  -4.13  -1.96  2.27
O  -2.83  5.52  -1.00
O  -1.54  -0.83  -1.76
O  -1.59  -0.83  1.49
O  -3.20  -2.45  -2.72
O  3.12  3.35  2.67
O  -1.10  -5.00  0.37
O  -1.78  -3.62  4.52
O  0.72  4.05  -2.78
O  -4.58  -1.81  -0.21
O  1.63  -0.37  4.50
O  -5.37  0.71  -2.94
O  2.95  -0.10  2.15
O  -5.59  0.22  3.57
O  4.65  -5.00  0.50
O  1.27  -0.05  -3.12
O  0.58  -3.46  2.10
O  5.17  -0.56  -0.18
O  2.26  0.72  -0.39
O  1.32  -4.75  -1.02
O  -0.50  6.39  0.65
O  0.59  -1.28  0.10
H  4.21  -3.15  -3.95
H  -4.06  -1.63  1.35
H  1.60  0.05  -0.29
H  1.82  -0.46  -2.46
H  2.92  -2.55  -4.75
H  -0.95  0.00  -2.16
H  -1.98  2.78  -5.27
H  4.38  0.96  4.35
H  -0.28  0.13  6.88
H  3.76  -5.33  0.10
H  0.36  6.67  0.38
H  -0.50  2.77  -4.99
H  3.27  3.49  -3.95
H  2.28  0.83  -6.31
H  2.80  -2.75  -2.21
H  4.24  -2.56  1.72
H  1.01  -0.27  3.80
H  2.48  2.99  -2.83
H  -0.16  1.15  -3.34
H  2.74  1.44  -4.94
H  -2.73  -3.65  4.35
H  -1.36  -1.18  2.35
H  -3.95  -1.85  -2.80
H  -5.52  1.52  -2.48
H  3.27  2.69  2.00
H  -0.60  -2.61  -3.48
H  -2.26  4.96  -1.52
H  -1.13  -4.12  -0.09
H  -5.47  2.85  -0.02
H  -1.39  -3.86  3.69
H  1.14  1.48  2.21
H  -0.08  -2.96  2.59
H  0.50  1.73  0.87
H  -2.19  -0.43  -1.16
H  0.54  4.63  -3.50
H  1.04  4.96  -1.00
H  -0.16  5.98  1.48
H  1.14  4.04  1.74
H  -5.36  1.09  3.94
H  -0.08  3.71  -2.41
H  4.60  -4.11  2.03
H  -5.67  3.68  -1.20
H  -4.27  -1.35  2.97
H  -6.00  0.12  2.73
H  1.79  -0.31  -3.87
H  0.91  6.57  -1.07
H  -2.32  -1.88  -2.68
H  3.90  3.25  3.28
H  0.37  -1.89  0.79
H  0.15  -6.21  -1.86
H  4.01  -0.28  1.96
H  -5.09  -2.65  -0.03
H  3.02  0.64  3.72
H  -0.77  1.49  6.64
H  -1.29  -6.18  -1.62
H  1.63  -3.96  -0.55
H  1.88  5.11  2.41
H  5.80  -1.04  -0.74
H  2.20  -1.57  -1.19
H  2.71  0.51  0.46
H  -1.29  -0.37  4.70
H  -1.23  2.42  -0.49
H  4.93  -4.35  -0.19
H  -1.33  3.31  0.42
H  0.29  1.23  -1.80
H  -3.84  -1.99  -0.74
H  1.40  -0.14  5.39
H  -1.12  0.04  1.58
H  4.29  -0.87  -0.42
H  -4.84  1.18  -1.03
H  -2.38  5.80  -0.15
H  1.34  -3.56  2.70
H  2.62  -1.01  2.02
H  0.44  -4.89  -0.63
H  0.25  -1.68  -4.33
H  -0.57  -4.85  1.15
H  -0.27  -1.08  -0.38
H  -5.87  -0.03  -2.60
H  -1.35  -1.88  4.45
H  -4.08  0.78  0.29

Its HOMO energy is -10.124 eV. For the lowest unoccupied orbital energy, the calculation gives -0.40 eV.


No. 2
A cluster of 40 separate species, H80O40 in total at a distorted geometry, computed with ωB97M-V with the def2-TZVPD basis set.

Geometry (Å):
O  -3.28  3.41  1.27
O  -1.54  1.55  4.02
O  1.80  1.79  -5.31
O  1.76  -3.42  1.10
O  1.85  -3.96  -3.21
O  -2.74  -3.53  5.10
O  0.88  4.02  2.17
O  -0.83  3.16  0.28
O  1.91  -0.07  -2.97
O  -4.86  2.91  -2.67
O  -0.13  -1.20  -5.18
O  -1.18  -0.89  -1.96
O  -0.13  -1.25  6.84
O  -2.42  -6.34  0.09
O  5.11  1.25  2.35
O  1.22  4.68  -2.94
O  0.67  5.56  -0.01
O  -4.77  2.99  3.96
O  4.13  -0.98  3.80
O  3.81  0.01  -0.13
O  -2.16  -2.29  -3.80
O  -3.32  -3.96  2.55
O  -1.05  2.72  -3.94
O  -0.87  -4.85  -1.84
O  -2.64  1.20  -5.61
O  1.85  2.23  5.28
O  -5.27  -1.58  0.31
O  1.55  1.91  -1.12
O  3.96  -2.00  -4.42
O  -1.71  -3.37  0.23
O  2.30  1.44  1.45
O  3.92  -2.52  -0.41
O  -1.74  1.10  1.40
O  1.30  -1.39  4.12
O  -4.05  -2.78  -1.66
O  0.36  -0.32  -0.15
O  -2.42  1.21  -1.17
O  -1.18  -1.12  2.78
O  6.19  -1.26  1.10
O  3.32  5.74  -1.37
H  1.39  2.20  -6.10
H  -0.14  3.07  -4.10
H  -3.18  0.89  -4.85
H  -1.28  -2.73  -3.83
H  1.28  3.74  -3.19
H  3.92  -1.87  3.46
H  -2.06  -4.27  0.14
H  -0.34  0.16  0.30
H  1.29  -2.74  0.53
H  1.95  2.00  6.20
H  0.56  -0.83  6.31
H  1.55  -2.20  3.67
H  -2.55  1.51  1.70
H  -0.78  -0.74  -2.82
H  -1.35  0.45  2.03
H  -0.06  3.75  0.33
H  -4.87  2.96  -1.70
H  0.82  2.57  -1.07
H  -2.63  3.45  0.55
H  -1.85  -6.41  0.86
H  0.26  -0.56  -1.12
H  1.96  1.72  0.56
H  2.10  0.77  -2.50
H  -3.25  -3.73  1.62
H  3.01  -2.21  -0.31
H  5.19  2.22  2.42
H  2.28  -4.22  -4.06
H  -0.60  1.71  3.98
H  -4.03  -3.45  2.93
H  -1.96  -1.82  -4.62
H  -4.15  -2.94  -2.60
H  2.38  -3.80  0.45
H  -4.09  2.28  -2.58
H  -0.68  -5.37  -2.62
H  1.38  0.02  -3.76
H  4.08  -3.00  0.41
H  0.65  4.95  -0.76
H  -3.37  4.36  1.45
H  2.03  5.21  -2.86
H  3.06  -1.75  -4.12
H  1.50  -4.75  -2.78
H  -3.29  -2.18  -1.63
H  0.16  -1.72  -5.96
H  1.35  0.99  -0.84
H  5.70  -0.62  1.63
H  1.53  4.61  2.57
H  2.47  6.08  -1.03
H  -4.79  -1.86  -0.50
H  -2.62  -2.58  5.00
H  4.57  0.48  0.28
H  -5.01  2.18  4.41
H  4.39  -2.00  -3.54
H  -1.44  -0.12  -1.44
H  -0.36  -1.07  3.27
H  4.30  -0.60  2.93
H  -5.71  -0.76  0.06
H  -1.57  1.49  -0.75
H  -0.55  -3.97  -2.10
H  -1.22  3.08  1.15
H  -0.87  -0.71  -5.59
H  2.58  1.43  -5.77
H  5.39  1.13  3.28
H  3.56  4.99  -0.82
H  2.07  -0.81  4.27
H  -2.10  -2.99  -0.57
H  -0.63  -1.57  6.09
H  -2.44  2.05  -5.18
H  5.44  -1.53  0.56
H  -2.88  1.30  -0.33
H  3.10  1.94  1.58
H  3.31  -0.16  0.69
H  -1.83  1.25  4.89
H  -3.99  2.60  3.47
H  -0.92  1.75  -4.07
H  -1.87  -5.92  -0.58
H  -1.57  -1.94  2.50
H  0.89  2.17  5.22
H  0.75  3.08  2.26
H  0.88  5.06  0.79
H  -2.34  -3.80  4.26

Its HOMO energy is -10.685 eV. For the lowest unoccupied orbital energy, the calculation gives -0.75 eV.


No. 3
A cluster of 40 separate species, H80O40 in total at a distorted geometry, computed with ωB97M-V with the def2-TZVPD basis set.

Geometry (Å):
O  3.41  -3.58  -4.24
O  -5.76  -2.63  1.95
O  4.98  1.50  1.93
O  -0.89  -1.33  -0.14
O  1.92  -2.08  3.28
O  1.94  0.70  2.86
O  1.83  4.26  -3.11
O  -4.08  -0.36  -0.62
O  -2.24  -4.65  3.29
O  -6.82  -0.88  -0.69
O  -2.09  3.89  -1.48
O  -3.14  5.07  0.78
O  -0.79  -0.85  3.00
O  -5.68  1.12  0.96
O  -2.00  2.93  1.14
O  -0.89  -1.47  -2.79
O  -3.03  0.40  2.10
O  3.81  -0.71  0.85
O  2.90  3.98  2.98
O  2.91  -4.58  0.60
O  -3.53  -2.50  3.34
O  5.17  4.34  0.46
O  1.73  -1.78  -0.59
O  3.31  1.12  -1.69
O  1.37  4.66  -0.64
O  5.15  -3.01  1.80
O  1.33  1.52  -5.65
O  -4.33  -0.51  -4.13
O  0.36  4.12  2.09
O  -2.06  0.67  -1.69
O  4.76  -1.01  -2.46
O  -3.09  -4.59  -1.75
O  1.62  -0.09  -3.18
O  -3.79  -2.80  0.43
O  0.97  1.22  0.37
O  3.87  -0.70  4.40
O  4.19  -3.56  -1.67
O  -2.73  1.43  5.14
O  0.30  -2.01  -5.14
O  -0.50  2.57  -2.95
H  1.41  4.61  -3.90
H  1.25  -2.07  -5.31
H  -2.23  1.27  -0.94
H  -2.42  2.11  5.75
H  5.92  1.34  2.09
H  5.59  3.52  0.62
H  -3.53  1.22  2.25
H  3.11  -4.66  -0.31
H  -2.38  0.26  2.81
H  2.79  3.06  3.22
H  4.80  2.34  2.35
H  1.54  -0.90  -2.64
H  -5.70  -1.99  2.67
H  -3.54  -2.93  1.37
H  -0.96  1.81  -2.55
H  3.41  -4.08  1.24
H  -1.77  -0.97  -0.31
H  -6.34  0.42  1.12
H  1.25  1.26  2.46
H  -0.06  -2.35  -5.97
H  -3.10  4.36  0.17
H  1.95  4.26  3.03
H  2.91  -0.64  1.19
H  -0.86  -2.39  -3.06
H  1.75  5.20  -1.36
H  -1.16  3.69  -1.32
H  0.33  0.51  0.28
H  -1.25  2.35  1.30
H  -1.67  3.46  0.42
H  4.88  -2.09  1.69
H  3.00  -0.24  4.30
H  2.13  -2.63  -0.33
H  1.01  -1.75  0.07
H  -2.29  4.80  -1.23
H  2.74  1.57  -2.32
H  -2.59  -2.37  3.59
H  6.00  -2.87  2.22
H  1.08  3.82  -2.66
H  -0.64  -1.11  -1.07
H  4.27  -3.13  -0.81
H  5.10  -3.53  -2.02
H  1.29  0.60  -5.86
H  4.63  4.72  1.16
H  0.77  4.00  1.22
H  -0.28  -0.04  3.03
H  1.76  3.82  -0.90
H  -3.94  5.58  0.89
H  1.13  -0.38  -3.98
H  -4.51  -3.44  0.34
H  2.46  -1.43  2.81
H  -1.17  -1.07  2.16
H  4.03  0.23  1.06
H  3.31  -4.14  -3.47
H  -2.96  0.17  -1.66
H  3.91  -1.43  -2.27
H  -4.21  0.34  0.06
H  -3.86  -1.25  -0.30
H  -6.30  -2.25  1.25
H  4.47  -0.09  -2.43
H  -5.00  0.54  1.35
H  -3.37  1.01  5.73
H  -0.04  2.06  -3.64
H  2.45  1.34  3.37
H  -3.72  -0.86  -3.47
H  -6.06  -0.26  -0.73
H  -3.04  -3.67  -1.47
H  1.51  1.33  -0.43
H  -1.07  -0.87  -3.50
H  -5.22  -0.70  -3.83
H  -0.06  4.98  2.15
H  -3.71  -4.94  -1.10
H  3.69  1.96  -1.41
H  2.28  1.71  -5.58
H  -3.78  -3.30  3.80
H  3.53  -1.57  4.63
H  -6.33  -1.71  -0.66
H  -2.14  -4.65  2.31
H  1.12  -2.32  2.81
H  4.04  -2.90  -4.01
H  -1.69  -5.46  3.34

Its HOMO energy is -10.437 eV. For the lowest unoccupied orbital energy, the calculation gives -0.24 eV.


No. 4
A cluster of 40 separate species, H80O40 in total at a distorted geometry, computed with ωB97M-V with the def2-TZVPD basis set.

Geometry (Å):
O  -1.59  -0.94  0.40
O  -0.42  3.02  4.03
O  -2.75  5.18  -3.45
O  -2.41  0.63  2.98
O  4.75  2.95  -0.67
O  -1.21  -4.12  -3.24
O  -1.13  -4.05  0.84
O  -3.86  2.42  0.47
O  0.94  -1.55  1.24
O  -3.09  -0.56  -3.02
O  0.36  0.73  6.26
O  -5.90  0.57  -2.41
O  0.37  -3.34  -1.31
O  3.84  -0.20  3.44
O  1.23  -3.06  3.41
O  2.79  -0.39  -1.16
O  1.39  1.34  -5.22
O  -1.85  -3.20  4.68
O  -1.22  1.52  0.96
O  3.45  -2.92  -3.44
O  1.82  2.10  5.19
O  -0.77  0.00  -3.70
O  -2.76  2.64  -3.56
O  -5.73  -0.34  1.91
O  1.30  1.43  2.49
O  2.56  1.91  0.24
O  5.86  -0.20  0.60
O  -3.14  -4.74  -0.81
O  0.01  -6.71  -0.13
O  3.43  -3.77  1.89
O  0.66  3.73  -4.19
O  -4.58  2.10  3.29
O  -0.99  3.04  -1.47
O  2.62  4.62  2.99
O  4.76  3.13  2.73
O  -4.02  -2.31  -1.51
O  4.22  -2.56  -0.84
O  3.17  1.64  -3.06
O  -2.24  -1.14  -5.81
O  0.60  1.19  -1.17
H  -6.48  0.92  -1.77
H  3.51  0.38  -0.92
H  0.34  -1.10  1.91
H  -0.80  -6.20  0.06
H  2.13  2.24  1.02
H  -3.48  -3.17  -1.73
H  3.85  -2.21  -3.73
H  -3.58  2.27  -3.57
H  -0.91  3.33  -2.30
H  3.14  -2.87  1.97
H  4.60  -3.07  -0.15
H  -0.12  0.99  5.50
H  5.74  -1.21  1.00
H  -1.81  -0.33  -5.32
H  1.65  3.64  -4.23
H  0.14  2.03  -0.88
H  -1.88  1.31  2.60
H  -3.40  -5.32  -1.52
H  -0.84  -3.19  -3.35
H  3.22  -0.77  2.82
H  -0.92  0.68  0.55
H  -5.35  -0.58  1.08
H  -0.82  -1.23  0.41
H  -3.90  -0.97  -2.93
H  0.43  -2.70  3.22
H  -2.01  1.71  0.40
H  2.05  0.13  -0.90
H  2.61  1.90  4.89
H  -3.99  2.24  1.44
H  0.32  3.99  -5.01
H  -0.37  -0.50  -3.00
H  1.10  -3.54  4.20
H  1.84  2.54  6.12
H  -0.88  -4.81  0.44
H  3.32  2.56  -3.51
H  3.94  -0.76  4.18
H  0.70  -6.07  -0.38
H  -1.94  4.88  -3.95
H  2.20  2.43  -0.56
H  1.09  1.36  3.48
H  -1.52  -1.58  -6.21
H  -2.15  -4.68  -0.89
H  1.72  -1.08  0.68
H  -2.09  1.92  -3.60
H  3.52  1.79  -2.10
H  -0.81  3.06  4.88
H  3.65  -1.93  -0.48
H  -3.31  4.47  -3.74
H  -4.16  1.44  3.95
H  -1.68  -4.55  -4.13
H  -6.01  -0.41  -2.56
H  -1.33  2.88  3.58
H  2.51  -4.19  2.04
H  4.41  3.39  0.07
H  2.03  4.11  3.47
H  3.48  -3.00  -2.38
H  0.67  1.89  1.97
H  5.74  3.12  -0.87
H  2.01  5.43  2.97
H  -2.46  0.17  2.03
H  -2.28  -1.18  -0.32
H  -1.79  -4.04  4.39
H  -4.64  -2.88  -1.07
H  -1.82  3.00  -1.18
H  -0.43  0.83  -3.89
H  -5.45  2.19  3.67
H  -0.46  -3.28  0.64
H  -5.04  0.40  2.00
H  1.09  0.28  5.58
H  -3.06  0.12  -3.74
H  5.10  0.10  1.12
H  1.29  -3.34  -1.74
H  -2.60  -2.75  4.24
H  4.19  3.82  3.03
H  0.10  -4.08  -1.68
H  -3.93  3.45  0.51
H  1.20  2.09  -4.75
H  4.58  2.55  3.37
H  1.73  0.63  -4.46
H  -0.14  0.71  -0.78

Its HOMO energy (alpha / beta) is -12.664 / -12.648 eV. For the lowest unoccupied orbital energy (alpha / beta), the calculation gives -3.27 / -9.74 eV. The net charge is +1. The multiplicity is 2.


No. 5
A structure of composition H8LiO4 at a distorted geometry, computed with ωB97M-V with the def2-TZVPD basis set.

Geometry (Å):
O  -1.48  0.34  0.32
O  0.32  -1.21  0.72
O  0.75  -0.29  -1.46
O  0.70  1.15  0.65
Li  -0.08  0.04  -0.19
H  0.33  -1.90  0.05
H  -2.28  0.36  -0.20
H  0.55  -1.67  1.53
H  1.32  1.86  0.50
H  0.37  -0.21  -2.34
H  -1.49  1.16  0.81
H  1.06  -1.20  -1.41
H  -0.08  1.58  1.00

Its HOMO energy is -16.490 eV. For the lowest unoccupied orbital energy, the calculation gives -3.81 eV. The net charge is +1.